{
  "formula": "C22H28Br2F4IN2O2",
  "method": "the ωB97M-V functional and the def2-TZVPD basis",
  "elements": ["H", "H", "C", "H", "Br", "C", "O", "F", "H", "H", "N", "C", "C", "H", "C", "H", "C", "C", "N", "C", "C", "C", "C", "C", "F", "C", "H", "H", "H", "H", "C", "I", "H", "H", "H", "C", "H", "H", "H", "C", "C", "C", "H", "O", "H", "C", "H", "H", "Br", "C", "H", "C", "H", "F", "F", "H", "C", "H", "H", "H", "H"],
  "positions_angstrom": [[2.1519, 4.0349, -0.5506], [4.5868, 3.1076, 0.9997], [-2.1776, 3.6183, -2.2591], [3.8406, -3.4458, -3.5264], [-0.5334, -3.0196, -1.9089], [-3.6110, -0.6666, 1.4150], [-3.4766, 1.5597, 0.6063], [-2.9751, 4.0680, -1.3087], [-5.8978, -3.1620, 1.5847], [-2.8516, -2.0727, 4.3928], [3.8696, -2.2581, -0.6154], [0.3638, -0.4671, -0.8825], [0.5319, -1.9961, -0.6609], [-0.4038, 3.6904, -0.5834], [-4.6771, -1.4825, 1.0289], [0.4684, -4.3202, 1.9017], [-5.0821, -2.5187, 1.8732], [1.6434, 0.3477, -0.4970], [1.1166, 1.3692, 0.4368], [-4.4225, -2.7450, 3.0813], [-2.2115, -0.0390, -0.6053], [4.6599, -2.9732, -2.9880], [0.7594, -3.9094, 0.9419], [4.2117, -2.5736, -1.6618], [-2.8988, 3.3121, -3.3168], [-3.3697, -1.9131, 3.4587], [-0.7549, -0.2050, 0.8618], [-0.8033, 2.1167, 0.9375], [0.4217, -4.5489, 0.1358], [-0.8301, -2.5042, 0.9754], [4.1075, 3.7773, 0.2921], [0.1616, -0.1875, -3.0580], [4.9961, -2.0992, -3.5419], [2.9567, 2.5925, -1.0861], [-2.3286, -1.1138, -0.7226], [0.2346, -2.4882, 0.7606], [1.0016, 0.8124, 1.2992], [-2.1428, -0.2186, 2.9291], [-5.1982, -1.3248, 0.0970], [-2.9521, -0.8663, 2.6298], [2.7752, 3.2094, -0.2124], [-0.3215, 1.6587, 0.0813], [1.5675, -2.2218, -0.8853], [-1.5189, 2.4971, -1.8682], [2.7135, 2.0593, 1.5824], [-0.3908, 2.7094, -1.0443], [2.0610, 0.7398, -1.4093], [-2.4624, 0.4050, -1.5603], [1.1479, -1.4118, 2.1204], [2.0079, 2.4937, 0.8754], [3.9856, 4.7743, 0.6945], [-3.1623, 0.4135, 0.4819], [-4.7096, -3.5482, 3.7398], [1.2266, 3.3615, 1.5702], [-1.3371, 4.5957, -2.5784], [0.5033, 2.6364, -1.6629], [-0.7949, 0.2156, -0.1494], [1.8463, -3.8890, 0.9053], [4.7785, 3.8507, -0.5568], [2.3785, -0.2869, -0.0174], [5.4836, -3.6786, -2.8993]],
  "atomic_forces_ev_per_a": [[-0.129, 0.040, -0.148], [0.033, 0.049, 0.245], [-0.046, -0.427, -0.023], [-0.001, -0.005, -0.010], [-0.303, -0.941, 0.526], [-0.214, -0.078, 0.099], [-0.126, 0.943, 0.138], [-0.319, 0.286, 0.451], [-0.134, -0.026, -0.055], [-0.034, -0.056, 0.109], [-0.230, 0.212, 0.335], [-0.045, -0.163, -1.127], [0.094, 0.914, 0.477], [-0.085, 0.197, 0.032], [0.193, -0.431, 0.721], [-0.149, -0.055, 0.087], [0.343, 0.185, 0.063], [-0.624, -0.912, -0.651], [-0.227, 0.118, 0.983], [0.311, 0.542, -0.208], [-0.277, -0.466, -0.506], [0.009, -0.039, -0.031], [0.497, 0.253, 0.093], [0.206, -0.114, -0.345], [-0.234, -0.143, -0.277], [0.111, 0.188, -0.349], [-0.033, -0.068, 0.050], [-0.020, -0.275, 0.309], [-0.256, -0.111, -0.008], [-0.122, 0.555, 0.163], [-0.116, -0.205, -0.510], [0.284, 0.823, -0.065], [0.005, 0.003, -0.007], [-0.049, -0.326, 0.067], [0.053, -0.154, -0.014], [0.001, -1.189, -0.575], [0.047, 0.010, 0.040], [0.107, 0.116, 0.082], [0.014, 0.093, -0.136], [-0.665, -0.566, -0.174], [-0.105, 0.501, -0.058], [-0.475, 0.565, -0.657], [0.072, -0.195, -0.120], [0.049, -0.007, 0.090], [-0.023, -0.262, 0.083], [0.480, -0.476, 0.015], [0.201, 0.597, 0.164], [0.082, 0.288, -0.036], [-0.064, -0.061, 0.468], [0.917, 0.068, -0.375], [0.039, 0.037, 0.345], [0.144, -0.600, 0.044], [-0.153, -0.126, -0.005], [-0.324, 0.042, 0.113], [0.426, 0.476, -0.198], [0.045, 0.047, -0.173], [0.323, 0.132, 0.301], [0.146, -0.055, -0.017], [0.153, 0.149, -0.075], [0.192, 0.111, 0.242], [0.006, -0.006, 0.001]],
  "lowdin_charge": [0.12, 0.08, -0.75, 0.09, 0.74, -0.17, 0.16, 0.20, 0.11, 0.11, 0.16, -0.68, -0.74, 0.14, -0.01, 0.08, -0.06, -0.18, -0.02, -0.07, -0.09, -0.04, -0.16, -0.24, 0.21, -0.07, 0.08, 0.17, 0.05, 0.09, -0.06, 1.04, 0.09, 0.11, 0.10, -0.71, 0.07, 0.11, 0.12, -0.03, -0.16, -0.12, 0.04, -0.01, 0.17, -0.12, 0.06, 0.11, 0.90, -0.27, 0.09, -0.35, 0.11, 0.08, 0.18, 0.11, -0.29, 0.07, 0.08, 0.08, 0.09],
  "homo_lumo_gap_ev": 9.02,
  "lumo_ha": -0.1054,
  "charge": 1
}